(1)
C28H57N5O9 | ωB97M-V with the def2-TZVPD basis set

The geometry in XYZ format:
```
99
Properties=species:S:1:pos:R:3:forces:R:3:mulliken_charge:R:1
C -14.39076 -24.43110 -16.04578 -0.1 -0.1 -0.2 -0.78
O -14.26072 -23.10495 -16.55003 -0.1 -0.6 0.5 -0.29
C -13.99900 -22.15684 -15.51633 -1.0 0.1 -0.6 -0.57
C -14.25446 -20.76137 -16.06512 0.8 -1.0 -0.5 -0.60
O -15.63725 -20.59913 -16.41686 1.3 0.3 0.5 -0.25
C -15.81795 -19.27126 -16.84157 -1.9 0.5 -1.2 -0.51
C -17.25293 -18.98001 -17.42238 0.6 -1.3 0.6 -0.63
O -17.57441 -19.75810 -18.59441 -1.4 2.0 0.4 -0.32
C -18.89357 -19.26789 -19.01246 0.6 -1.5 -1.2 -0.77
H -14.46256 -25.14172 -16.86917 -0.1 0.4 -0.3 0.26
H -15.27580 -24.56734 -15.42429 -0.3 0.3 0.0 0.31
H -13.55538 -24.79563 -15.44798 0.5 0.4 0.1 0.30
H -12.96890 -22.33241 -15.20619 0.1 0.5 0.4 0.40
H -14.71041 -22.24683 -14.69542 0.1 -0.6 0.3 0.33
H -13.55408 -20.66103 -16.89427 -0.5 0.1 -0.9 0.34
H -13.81836 -20.01690 -15.39903 -0.8 0.3 0.7 0.43
H -15.09813 -19.03596 -17.62553 0.2 0.1 0.0 0.33
H -15.72930 -18.56118 -16.01937 0.3 0.1 0.2 0.30
H -17.41563 -17.90861 -17.53956 0.7 0.3 -0.7 0.44
H -18.02221 -19.16958 -16.67380 0.0 -0.6 0.5 0.36
H -19.66495 -19.42048 -18.25762 0.2 0.5 0.4 0.31
H -19.25727 -19.86037 -19.85197 0.4 -0.7 0.0 0.29
H -18.89809 -18.29818 -19.51020 0.4 0.6 0.9 0.30
C -26.02328 -33.60841 -21.62331 1.6 0.3 1.4 -0.69
O -25.38096 -32.58847 -20.78136 -1.9 0.2 0.4 -0.32
C -24.01260 -32.77842 -20.44483 0.0 0.7 -0.4 -0.51
C -23.32650 -31.60520 -19.57316 -2.2 -0.2 -2.3 -0.58
O -23.21751 -30.48443 -20.48747 0.7 -0.9 0.2 -0.24
C -22.35905 -29.46782 -19.98762 -1.5 0.1 0.5 -0.56
C -22.63276 -28.15460 -20.73969 0.3 1.1 -0.8 -0.59
O -23.81190 -27.44343 -20.37823 -1.0 -1.3 1.5 -0.33
C -23.95519 -26.03887 -20.48863 1.6 -0.8 -1.3 -0.73
H -25.96956 -34.57353 -21.11957 -0.1 -0.2 0.3 0.30
H -25.47302 -33.76922 -22.55037 0.0 0.4 -0.3 0.29
H -27.07382 -33.36730 -21.78558 0.3 0.4 0.0 0.24
H -23.63228 -32.77851 -21.46633 1.6 -0.2 0.3 0.29
H -23.89088 -33.73381 -19.93442 0.2 -0.2 0.0 0.35
H -22.40280 -31.94786 -19.10682 0.4 0.0 -0.5 0.39
H -23.97864 -31.27286 -18.76547 -0.3 -0.2 0.2 0.37
H -21.32001 -29.79709 -19.97898 0.3 0.2 -0.6 0.35
H -22.62744 -29.42400 -18.93208 0.1 0.9 0.3 0.36
H -22.71940 -28.30625 -21.81561 -0.1 -0.9 -0.2 0.32
H -21.77265 -27.48503 -20.74035 0.4 0.1 0.8 0.45
H -23.32449 -25.76333 -21.33385 0.1 0.6 -0.2 0.33
H -23.57831 -25.50395 -19.61689 -0.4 0.0 0.2 0.26
H -24.96982 -25.80107 -20.80810 -0.1 -0.1 0.6 0.25
C -19.30351 -14.89673 -27.47748 0.2 0.3 0.0 -0.73
O -19.42690 -13.75138 -26.68540 -0.2 0.3 1.2 -0.31
C -18.23132 -13.18333 -26.18005 0.4 -0.8 -1.0 -0.75
C -18.57934 -12.09804 -25.19083 0.2 -0.5 -0.2 -0.05
O -17.75074 -12.15624 -24.04450 0.2 1.4 -0.2 -0.39
C -17.70832 -10.89371 -23.33351 -0.4 -1.1 1.3 -0.51
C -19.03811 -10.52797 -22.52487 -0.1 -0.9 -0.7 -0.49
O -19.40413 -11.34468 -21.38705 1.4 0.0 -0.4 -0.42
C -19.51402 -12.73692 -21.73068 -0.1 0.4 0.6 -0.56
H -20.32765 -15.17947 -27.72096 0.2 -0.1 -0.3 0.23
H -18.82345 -15.72706 -26.95960 0.1 -0.1 0.2 0.30
H -18.69702 -14.63457 -28.34440 -0.1 -0.3 -0.5 0.30
H -17.67872 -12.77661 -27.02699 0.0 0.4 -0.3 0.35
H -17.49858 -13.89875 -25.80673 -0.4 -0.5 0.7 0.39
H -19.61023 -12.25382 -24.87286 -0.2 0.4 -0.4 0.23
H -18.40604 -11.20711 -25.79440 -0.4 0.7 0.7 0.16
H -17.30015 -10.08391 -23.93827 -0.8 0.2 -0.6 0.45
H -16.87285 -11.04257 -22.64945 -0.3 -0.1 0.6 0.32
H -19.93865 -10.60864 -23.13365 0.2 0.1 -0.9 0.34
H -19.02071 -9.47358 -22.24906 0.3 -0.2 0.5 0.37
H -19.84715 -13.28600 -20.84997 -0.2 0.4 0.2 0.27
H -18.56227 -13.20209 -21.98736 0.0 0.3 -0.4 0.23
H -20.28067 -12.83828 -22.49884 0.2 -0.3 -0.3 0.25
C -16.20386 -24.46801 -28.21813 -0.8 0.7 -1.8 -0.65
C -16.85279 -23.37293 -29.02774 0.4 0.8 0.7 0.25
N -17.32462 -22.53191 -29.66763 0.4 -1.0 0.6 -0.36
H -16.25835 -25.21714 -29.00803 0.1 -0.9 0.7 0.23
H -16.78531 -24.71074 -27.32870 0.1 0.0 -0.2 0.25
H -15.14599 -24.30967 -28.00852 -0.3 0.4 0.1 0.27
C -26.04310 -15.49035 -20.50830 -0.3 -0.3 0.3 -0.68
C -25.74480 -14.18975 -21.02653 0.4 3.8 -1.0 0.30
N -25.58133 -13.08623 -21.38438 -0.3 -2.7 0.7 -0.37
H -26.42131 -16.09943 -21.32933 0.3 -0.3 0.3 0.25
H -26.82829 -15.36716 -19.76237 -0.1 -0.1 0.0 0.25
H -25.16016 -15.87387 -19.99700 -0.1 -0.4 -0.3 0.25
C -21.96190 -21.02473 -26.54518 -0.7 -0.2 -0.4 -0.76
C -22.72421 -19.98028 -25.81740 2.2 -2.3 -1.8 0.29
N -23.28220 -19.16938 -25.26645 -1.4 1.8 1.3 -0.32
H -20.90077 -20.84075 -26.71332 -0.1 0.3 0.7 0.28
H -22.34883 -21.15509 -27.55582 -0.3 0.3 0.0 0.26
H -22.14016 -21.99655 -26.08487 0.3 0.1 0.3 0.24
C -29.18821 -19.19463 -26.03389 0.8 0.3 0.0 -0.73
C -28.97078 -20.61480 -25.77201 -0.2 -3.7 0.7 0.33
N -28.89061 -21.78478 -25.62949 -0.1 3.9 -0.4 -0.37
H -30.03594 -19.07751 -26.70898 0.2 0.1 0.0 0.25
H -28.25965 -18.80236 -26.44861 -0.1 -0.1 -0.6 0.26
H -29.28157 -18.54846 -25.16105 -0.5 -0.6 0.3 0.27
C -25.86969 -26.51261 -27.17450 -0.8 0.4 0.7 -0.70
C -25.39949 -25.50971 -28.09797 1.4 1.7 -2.2 0.31
N -25.01648 -24.68572 -28.83223 -0.8 -1.7 1.6 -0.38
H -26.94996 -26.57915 -27.30374 0.0 -0.3 -0.1 0.25
H -25.75173 -26.05850 -26.19064 0.2 -0.4 0.2 0.24
H -25.40953 -27.49914 -27.23014 0.1 0.3 -0.2 0.28
```
Positions in Å, forces in eV/Å.

For the HOMO energy, the calculation gives -0.3403 Eh. As for the structure (SMILES): COCCOCCOC.COCCOCCOC.COCCOCCOC.CC#N.CC#N.CC#N.CC#N.CC#N. The HOMO-LUMO gap comes out at 9.6 eV.

***

(2)
C3H6BrMgO3 | ωB97M-V with the def2-TZVPD basis set

The geometry in XYZ format:
```
14
Properties=species:S:1:pos:R:3:forces:R:3:mulliken_charge:R:1
Mg -4.94139 5.09569 -0.35802 1.0 -1.3 -0.5 0.94
Br -3.56281 3.21965 -1.00953 -1.0 1.3 0.5 0.07
C -0.06097 1.35854 -0.83975 0.2 0.3 -0.1 -0.42
O -0.19592 0.19569 -0.09982 -0.3 -2.3 1.0 -0.25
C 0.83604 -0.63951 0.04741 1.3 -0.3 1.3 0.75
O 1.98873 -0.42093 -0.27780 -1.6 -0.5 0.1 -0.54
O 0.38228 -1.72055 0.76212 0.3 2.1 -0.9 -0.30
C 1.28861 -2.74744 1.11957 -0.2 -1.1 -0.4 -0.64
H -1.10104 1.53580 -1.11352 0.3 0.6 -0.5 -0.09
H 0.62107 1.17143 -1.66916 -0.2 0.4 -0.2 0.34
H 0.31732 2.13277 -0.17225 0.1 0.3 -0.3 0.30
H 0.56970 -3.53791 1.33500 0.5 -0.4 0.1 0.24
H 1.92973 -2.60688 1.98981 -0.3 0.7 0.0 0.29
H 1.92863 -3.03639 0.28591 -0.1 0.1 -0.1 0.31
```
Positions in Å, forces in eV/Å.

For the HOMO energy, the calculation gives -0.4606 Eh. The HOMO-LUMO gap comes out at 4.4 eV. The charge is +1.

***

(3)
C3H4HoO4 | ωB97M-V with the def2-TZVPD basis set

The geometry in XYZ format:
```
12
Properties=species:S:1:pos:R:3:forces:R:3:lowdin_spin:R:1
C -1.90769 -0.60478 -0.09502 -6.3 5.8 0.9 0.04
C -0.62619 -0.04278 0.12232 3.7 -0.2 -0.6 0.56
O 0.44314 -0.81560 -0.43368 -1.4 0.0 -0.1 0.08
C 1.67569 -0.50196 -0.20023 2.0 0.2 1.0 0.02
O 2.01494 0.49935 0.51312 0.4 0.1 0.0 0.00
O 2.59479 -1.27819 -0.63159 0.4 0.1 -0.1 0.01
O -2.84706 0.26804 -0.48388 3.3 -6.1 1.4 0.10
H -2.19694 -1.29285 0.73249 -0.3 -1.0 -1.4 0.02
H -1.14819 1.71613 -0.39081 -2.7 0.9 -0.9 0.05
H -2.05376 1.75481 -0.61072 3.6 0.4 0.7 0.09
Ho 4.39700 -0.12688 0.40725 -2.2 -0.2 -0.5 3.01
H -0.34572 0.42472 1.07075 -0.4 0.0 -0.3 0.01
```
Positions in Å, forces in eV/Å.

For the HOMO energy (alpha / beta), the calculation gives -0.3961 / -0.4636 Eh. The HOMO-LUMO gap (alpha / beta) comes out at 4.9 / 6.8 eV. Its spin multiplicity is 5. The charge is +1.

***

Relative energy (zero: lowest compared OMol25 entry of this formula, charge and spin) / kcal/mol: 90.7 8.9 70.7